Molecular formula: C4H5NO2
Method: DFT, the ωB97M-V functional and the def2-TZVPD basis

Summary:
Calculated total energy, eV: -9812.4187
Frontier orbital gap, Eh: 0.39992
LUMO level, eV: 0.6
Net charge: 0
Max |F|, eV Å⁻¹: 0.585

Cartesian coordinates (Å):
O: -1.34 -1.82 -1.56
C: -0.55 -1.12 -0.98
C: -0.95 -0.12 0.06
C: -0.09 -0.10 1.29
N: -0.05 0.98 0.36
C: 1.11 1.22 -0.38
O: 2.22 0.92 -0.03
H: 0.55 -1.20 -1.16
H: -2.01 0.08 0.13
H: 0.78 -0.76 1.33
H: -0.57 0.12 2.25
H: 0.90 1.79 -1.31